[1]
Formula: C41H60GdGeINO9P3
Source: OMol25
Level of theory: ωB97M-V with the def2-TZVPD basis set

**Orbital gap (alpha / beta)**: 6.39 / 7.71 eV
**Spin multiplicity**: 8

XYZ file:
```
117
Properties=species:S:1:pos:R:3:mulliken_charge:R:1
Gd 15.1401 1.7025 18.6905 -0.943
N 18.1636 1.4229 22.0927 -0.301
C 18.0510 2.6547 21.1616 0.412
C 19.1557 3.6613 21.4729 -1.630
P 18.0301 1.9415 19.4821 0.929
O 19.6235 1.6162 19.3533 -0.669
O 17.1860 0.6673 19.5958 -0.863
O 17.4902 2.8538 18.4300 -0.857
P 16.3972 3.2545 21.6879 0.931
O 16.5163 4.8827 21.6947 -0.471
O 16.0952 2.7496 23.0483 -0.944
O 15.4421 2.9282 20.5476 0.281
H 19.1257 1.2623 22.4057 0.361
H 17.7688 0.6381 21.5394 0.158
H 17.4962 1.5514 22.8997 0.388
H 20.0883 3.0753 21.5728 0.410
H 18.9765 4.0946 22.4711 0.448
H 19.2907 4.4776 20.7542 0.313
H 19.7684 1.0116 18.5931 0.284
H 16.4072 5.1370 22.6129 0.314
I 14.4406 2.7793 15.7741 -0.585
O 14.2764 -0.4810 20.2334 -0.806
C 14.4821 -1.1587 19.2142 0.944
O 14.7229 -0.5613 18.0295 0.744
C 14.3139 -2.7123 19.2315 -1.069
C 15.2185 -3.4495 18.2522 -1.128
Ge 15.3893 -2.4406 16.6009 2.203
C 13.9578 -1.7451 15.3840 -0.056
C 14.2946 -1.5312 14.0447 -0.461
C 13.4118 -0.9435 13.1734 -0.651
C 12.1625 -0.5046 13.6359 -0.737
C 11.8217 -0.7582 14.9415 -0.284
C 12.6908 -1.3726 15.8194 -0.100
C 17.0626 -1.4102 16.3524 0.412
C 18.2709 -1.9293 16.8167 -0.323
C 19.3991 -1.1203 16.8354 -0.514
C 19.3488 0.1619 16.3360 -1.000
C 18.1796 0.6093 15.7207 -0.376
C 17.0375 -0.1558 15.7841 -0.922
C 15.8501 -3.9961 15.4162 -0.413
C 14.8859 -4.9625 15.2411 -0.185
C 15.1516 -6.1345 14.5515 -0.773
C 16.4127 -6.3247 14.0053 -0.514
C 17.3704 -5.3572 14.1574 -0.708
C 17.0837 -4.1785 14.8359 -0.112
H 13.2486 -2.9217 18.9999 0.282
H 14.5049 -3.0745 20.2465 0.461
H 14.8611 -4.4271 17.9328 0.548
H 16.2591 -3.5441 18.6414 0.386
H 15.2388 -1.8867 13.6586 0.391
H 13.7033 -0.7473 12.1518 0.387
H 11.5081 0.0125 12.9586 0.407
H 10.8408 -0.4905 15.3029 0.386
H 12.3622 -1.5350 16.8536 0.058
H 18.3136 -2.9484 17.2134 0.448
H 20.3261 -1.5267 17.2051 0.413
H 20.2459 0.7683 16.3712 0.562
H 18.1734 1.5673 15.1931 0.366
H 16.1053 0.2573 15.3776 0.256
H 13.9015 -4.8246 15.6795 0.317
H 14.3578 -6.8721 14.4495 0.396
H 16.6342 -7.2401 13.4478 0.344
H 18.3633 -5.4587 13.7357 0.407
H 17.8704 -3.4294 14.8908 0.321
O 13.0254 2.2483 18.9746 1.909
P 11.8714 3.1341 19.5080 -1.082
C 10.6620 3.4269 18.1071 0.631
C 9.7375 4.6638 18.0774 -0.802
C 8.3714 4.4697 18.7604 -0.595
C 7.6407 3.1957 18.3251 -1.074
C 8.5560 1.9530 18.3773 -0.151
C 9.8947 2.1815 17.6418 -0.815
C 11.3430 2.2526 21.0515 0.394
C 10.1296 2.8321 21.8316 -0.366
C 10.1087 2.3027 23.2737 -0.944
C 10.4382 0.7938 23.3602 -0.749
C 10.3238 0.0635 21.9979 -0.939
C 11.1026 0.7264 20.8320 0.226
C 12.6706 4.7716 19.9271 1.467
C 13.2914 5.5304 18.6938 -0.613
C 14.3599 6.5504 19.1650 -0.399
C 13.8267 7.4499 20.3245 -0.688
C 12.3246 7.2478 20.5983 -0.852
C 11.8784 5.7697 20.7987 -0.305
H 11.4336 3.5765 17.3301 0.410
H 9.5445 4.9132 17.0275 0.628
H 10.2077 5.5447 18.5246 0.050
H 7.7358 5.3209 18.4660 0.481
H 8.4604 4.4977 19.8565 0.160
H 7.2199 3.3394 17.2954 0.358
H 6.7861 3.0023 18.9985 0.402
H 8.0244 1.0981 17.8797 0.426
H 8.7295 1.6714 19.4297 -0.185
H 9.6682 2.3383 16.5687 0.655
H 10.4974 1.2628 17.7362 0.118
H 12.2076 2.3719 21.7410 0.497
H 9.2105 2.5102 21.3129 0.150
H 10.1574 3.9345 21.8259 0.242
H 9.0887 2.4239 23.6937 0.444
H 10.8261 2.8679 23.8890 0.269
H 9.7318 0.3050 24.0454 0.450
H 11.4474 0.6365 23.7846 0.254
H 9.2491 -0.0706 21.7409 0.332
H 10.6962 -0.9732 22.1629 0.409
H 10.5370 0.5972 19.8968 -0.179
H 12.0935 0.2378 20.6965 -0.204
H 13.5448 4.4575 20.5291 -0.825
H 12.4633 6.0659 18.1809 0.363
H 13.7749 4.8234 18.0087 -0.209
H 14.7270 7.1312 18.3122 0.572
H 15.2413 6.0098 19.5557 -0.189
H 13.9688 8.5107 20.0702 0.372
H 14.3839 7.2450 21.2623 0.230
H 11.7472 7.6856 19.7614 0.303
H 12.0476 7.7999 21.5335 0.433
H 10.7843 5.6840 20.6155 -0.092
H 12.0132 5.4561 21.8807 0.348
```

[2]
Formula: C41H61BCoNO4Si
Source: OMol25
Level of theory: ωB97M-V with the def2-TZVPD basis set

**Energy above the lowest of the compared OMol25 structures with the same formula, charge and spin**: 0.0 kJ/mol
**Orbital gap (alpha / beta)**: 6.62 / 5.68 eV
**Spin multiplicity**: 5

XYZ file:
```
110
Properties=species:S:1:pos:R:3:mulliken_charge:R:1
Co 0.6379 0.2808 0.7806 0.646
C -6.4496 -2.7026 -0.0609 -2.367
C -5.7476 -1.3713 -0.3308 2.099
C -6.4647 -0.2771 0.4719 -1.505
C -5.8703 -1.0610 -1.8274 -1.477
C -4.2701 -1.4030 0.0676 -1.496
C -3.4871 -0.2820 -0.1339 0.278
C -2.1314 -0.2775 0.2292 0.491
N -1.2461 0.7306 0.1109 -1.067
C -1.3884 2.0559 -0.1759 -0.083
C -2.3838 2.6785 -0.9324 -0.437
C -2.3928 4.0601 -1.0899 -1.207
C -1.3731 4.8012 -0.4753 0.424
C -0.3368 4.2400 0.2635 -1.124
C -0.3340 2.8328 0.4056 0.935
O 0.5964 2.1829 1.0896 -0.800
C 0.7543 5.1161 0.8964 2.643
C 2.1350 4.7230 0.3523 -1.514
C 0.7245 4.9479 2.4218 -1.459
C 0.5448 6.5972 0.5817 -2.380
C -3.4917 4.7120 -1.9320 2.190
C -3.4034 4.1981 -3.3740 -1.615
C -3.3730 6.2365 -1.9597 -2.306
C -4.8658 4.3489 -1.3530 -1.437
C -1.5590 -1.4385 0.8584 0.245
O -0.2994 -1.3559 1.2529 -0.368
C -2.3426 -2.6048 1.0376 -1.073
C -3.6663 -2.5472 0.6359 0.422
C -1.7412 -3.8845 1.6207 2.752
C -2.7650 -5.0238 1.6821 -2.468
C -0.5783 -4.3362 0.7342 -1.561
C -1.2420 -3.6526 3.0447 -1.358
H -7.4950 -2.6257 -0.3628 0.466
H -5.9995 -3.5187 -0.6267 0.405
H -6.4276 -2.9621 0.9976 0.405
H -7.5205 -0.2373 0.1957 0.460
H -6.3950 -0.4780 1.5416 0.357
H -6.0307 0.7051 0.2865 0.202
H -6.9200 -1.0355 -2.1228 0.454
H -5.4295 -0.0961 -2.0725 0.209
H -5.3630 -1.8233 -2.4197 0.360
H -3.9260 0.6070 -0.5639 0.344
H -3.1282 2.0788 -1.4389 0.893
H -1.3830 5.8733 -0.5942 0.552
H 2.3661 3.6868 0.5713 0.131
H 2.1736 4.8688 -0.7284 0.326
H 2.9008 5.3561 0.8080 0.463
H 0.8749 3.9097 2.7012 0.061
H 1.5148 5.5497 2.8751 0.460
H -0.2305 5.2834 2.8281 0.354
H 0.5706 6.7882 -0.4915 0.436
H -0.4024 6.9670 0.9792 0.434
H 1.3466 7.1764 1.0418 0.439
H -2.4330 4.4425 -3.8081 0.362
H -3.5292 3.1166 -3.4217 0.280
H -4.1823 4.6560 -3.9866 0.455
H -2.4311 6.5588 -2.4040 0.427
H -4.1841 6.6500 -2.5619 0.441
H -3.4481 6.6647 -0.9597 0.399
H -5.0280 3.2719 -1.3535 0.176
H -4.9566 4.7012 -0.3247 0.354
H -5.6599 4.8075 -1.9466 0.470
H -4.2722 -3.4290 0.7625 0.660
H -3.1494 -5.2733 0.6925 0.445
H -2.2818 -5.9148 2.0844 0.435
H -3.6067 -4.7830 2.3339 0.446
H -0.9294 -4.5591 -0.2748 0.339
H 0.1925 -3.5698 0.6642 0.200
H -0.1360 -5.2446 1.1489 0.429
H -2.0646 -3.3591 3.6993 0.303
H -0.8057 -4.5740 3.4360 0.485
H -0.4837 -2.8816 3.0710 -0.018
C 0.6348 0.0912 3.7970 -1.039
Si 2.1201 -0.2122 2.7092 1.781
C 3.3441 1.1710 3.0550 -1.323
C 2.8710 -1.9175 2.7420 -1.030
H 1.0137 0.1753 4.8175 0.551
H -0.0973 -0.7104 3.7394 0.136
H 0.1485 1.0337 3.5448 0.220
H 4.0086 0.8917 3.8782 0.448
H 2.7907 2.0578 3.3557 0.219
H 3.9576 1.4108 2.2018 0.341
H 3.2478 -2.1428 3.7419 0.553
H 3.7056 -1.9974 2.0492 0.201
H 2.1255 -2.6625 2.4793 0.149
C 5.4440 -5.0416 -3.1479 -2.073
C 6.4582 -4.0336 -2.6095 1.934
C 7.4675 -4.7900 -1.7343 -1.595
C 7.1871 -3.4033 -3.8048 -1.593
C 5.7956 -2.9323 -1.7823 0.707
C 6.5950 -1.9300 -1.2203 -0.400
C 6.0791 -0.8880 -0.4559 -2.288
C 4.7174 -0.8853 -0.2646 0.526
O 3.9332 0.0108 0.4414 -0.114
B 2.6361 -0.4700 0.3115 -0.110
O 2.6001 -1.6144 -0.4620 -0.392
C 3.9181 -1.8624 -0.8092 0.684
C 4.4134 -2.8949 -1.5719 -0.852
H 5.9680 -5.8023 -3.7279 0.422
H 4.7141 -4.5670 -3.8040 0.393
H 4.9108 -5.5461 -2.3418 0.400
H 7.9468 -5.5801 -2.3148 0.444
H 6.9705 -5.2469 -0.8781 0.381
H 8.2474 -4.1300 -1.3577 0.321
H 7.6641 -4.1812 -4.4032 0.441
H 7.9595 -2.7059 -3.4835 0.325
H 6.4880 -2.8604 -4.4412 0.380
H 7.6629 -1.9556 -1.3833 0.408
H 6.7129 -0.1214 -0.0357 0.498
H 3.7424 -3.6354 -1.9785 0.625
```